# 1
{
  "formula": "H24O12",
  "method": "ωB97M-V/def2-TZVPD",
  "homo_lumo_gap_ev": 8.372,
  "total_energy_ev": -24956.5648,
  "largest_force_ev_per_a": 7.971,
  "elements": ["O", "H", "H", "H", "O", "H", "O", "H", "H", "O", "H", "H", "O", "H", "H", "O", "H", "H", "O", "H", "H", "O", "H", "H", "O", "H", "H", "O", "H", "H", "O", "H", "H", "O", "H", "H"],
  "coordinates": [[-0.121, 0.337, -0.612], [0.421, -0.314, -0.260], [-0.097, 0.996, -0.021], [-1.147, 0.135, -0.317], [0.970, -1.714, 0.925], [0.133, -1.993, 0.811], [-1.480, 3.113, -0.348], [-2.235, 2.588, -0.334], [-1.896, 4.008, -0.088], [-0.045, 1.842, 1.691], [-0.803, 2.255, 2.154], [0.588, 1.412, 2.395], [1.096, -3.318, -1.252], [1.027, -2.931, -0.424], [0.232, -3.565, -1.545], [-2.101, -1.255, 0.632], [-2.927, -0.915, 0.898], [-2.211, -2.080, 0.341], [2.648, 1.739, -0.619], [3.127, 1.127, -0.076], [2.886, 2.605, -0.113], [-2.462, 0.145, -2.226], [-2.658, 0.465, -3.077], [-2.583, -0.766, -2.430], [1.584, 0.038, 3.246], [1.380, -0.688, 2.557], [1.531, -0.421, 4.143], [-3.947, 1.714, -0.598], [-4.544, 1.266, 0.015], [-3.550, 1.044, -1.221], [2.335, -1.199, -2.488], [1.755, -1.897, -1.923], [2.958, -0.826, -1.678], [3.381, -0.636, 0.399], [4.164, -1.055, 0.878], [2.592, -1.254, 0.564]],
  "nbo_charge": [-0.745, 0.549, 0.542, 0.553, -1.291, 0.421, -0.949, 0.471, 0.470, -1.012, 0.479, 0.529, -0.943, 0.497, 0.458, -0.927, 0.483, 0.473, -0.959, 0.491, 0.457, -0.930, 0.489, 0.479, -1.012, 0.534, 0.477, -0.993, 0.473, 0.498, -1.018, 0.481, 0.486, -1.023, 0.481, 0.533]
}

=====

# 2
{
  "formula": "H24O12",
  "method": "ωB97M-V/def2-TZVPD",
  "homo_lumo_gap_ev": 8.314,
  "smiles": "O.O.O.O.O.O.O.O.O.O.O.O",
  "total_energy_ev": -24955.1726,
  "largest_force_ev_per_a": 8.087,
  "elements": ["O", "H", "H", "O", "H", "H", "O", "H", "H", "O", "H", "H", "O", "H", "H", "O", "H", "H", "O", "H", "H", "O", "H", "H", "O", "H", "H", "O", "H", "H", "O", "H", "H", "O", "H", "H"],
  "coordinates": [[0.732, -0.324, -0.247], [-0.165, -0.555, -0.465], [0.979, 0.286, -0.832], [-1.263, -2.616, 0.158], [-0.969, -1.776, 0.467], [-0.481, -3.212, 0.029], [-0.412, -2.576, 4.269], [-0.936, -2.900, 3.435], [0.128, -1.919, 3.869], [-2.190, -1.782, -2.675], [-2.993, -1.489, -2.193], [-2.032, -1.182, -3.320], [-0.285, -1.771, -2.197], [-0.920, -2.180, -1.515], [-0.135, -0.843, -2.075], [4.886, -1.330, 2.022], [4.018, -1.435, 1.647], [5.406, -0.595, 1.542], [-0.824, 3.555, -0.994], [-1.575, 3.189, -1.419], [-0.254, 3.814, -1.782], [1.777, 4.763, 0.927], [0.989, 4.247, 1.253], [2.270, 4.053, 0.602], [2.287, -2.488, -1.098], [2.816, -1.825, -0.535], [2.291, -3.346, -0.673], [0.973, 3.284, -3.039], [1.490, 3.982, -2.647], [1.449, 2.402, -3.181], [-2.366, 2.135, 2.032], [-2.488, 1.312, 1.545], [-2.324, 2.715, 1.291], [-3.128, -0.854, 1.764], [-3.274, -1.769, 1.430], [-3.478, -0.970, 2.603]],
  "nbo_charge": [-0.912, 0.451, 0.456, -0.946, 0.479, 0.502, -0.928, 0.463, 0.465, -0.921, 0.452, 0.467, -0.962, 0.501, 0.430, -0.947, 0.468, 0.480, -0.966, 0.458, 0.490, -0.930, 0.478, 0.452, -0.931, 0.466, 0.466, -0.975, 0.492, 0.501, -0.935, 0.472, 0.462, -0.951, 0.479, 0.473]
}

=====

# 3
{
  "formula": "H24O12",
  "method": "ωB97M-V/def2-TZVPD",
  "homo_lumo_gap_ev": 9.704,
  "smiles": "O.O.O.O.O.O.O.O.O.O.O.O",
  "total_energy_ev": -24955.9182,
  "largest_force_ev_per_a": 4.334,
  "elements": ["O", "H", "H", "O", "H", "H", "O", "H", "H", "O", "H", "H", "O", "H", "H", "O", "H", "H", "O", "H", "H", "O", "H", "H", "O", "H", "H", "O", "H", "H", "O", "H", "H", "O", "H", "H"],
  "coordinates": [[0.293, -1.439, 0.089], [0.699, -0.646, 0.209], [-0.594, -1.325, 0.481], [0.596, 3.942, -1.935], [0.357, 3.113, -1.623], [0.604, 3.973, -2.898], [-4.586, -1.468, -0.218], [-4.092, -1.613, 0.554], [-4.982, -2.345, -0.161], [-4.077, 0.583, -1.504], [-4.192, 1.457, -1.079], [-3.144, 0.524, -1.525], [-2.958, 0.014, 2.863], [-3.829, 0.354, 2.702], [-2.505, -0.062, 1.943], [0.361, -1.549, 3.207], [0.564, -1.385, 4.126], [-0.574, -1.894, 3.192], [4.796, -0.546, 0.226], [3.898, -0.373, 0.210], [4.885, -1.512, 0.214], [3.926, 1.187, 1.947], [4.542, 1.664, 1.453], [3.170, 0.955, 1.368], [2.361, -3.268, -1.358], [2.825, -3.163, -0.460], [1.900, -4.068, -1.449], [-1.377, 3.265, 0.851], [-1.641, 3.313, 1.803], [-2.119, 2.757, 0.520], [0.006, -2.026, -3.244], [-0.777, -1.611, -3.404], [-0.267, -2.971, -3.413], [2.125, 2.350, -1.029], [2.572, 1.979, -1.778], [1.236, 1.833, -0.882]],
  "nbo_charge": [-0.903, 0.453, 0.450, -0.921, 0.451, 0.465, -0.905, 0.446, 0.458, -0.906, 0.455, 0.453, -0.940, 0.475, 0.465, -0.944, 0.475, 0.469, -0.921, 0.453, 0.466, -0.926, 0.473, 0.455, -0.945, 0.475, 0.470, -0.924, 0.474, 0.451, -0.911, 0.451, 0.460, -0.921, 0.477, 0.449]
}

=====

# 4
{
  "formula": "H24O12",
  "method": "ωB97M-V/def2-TZVPD",
  "homo_lumo_gap_ev": 11.116,
  "smiles": "O.O.O.O.O.O.O.O.O.O.O.O",
  "total_energy_ev": -24961.1467,
  "largest_force_ev_per_a": 2.889,
  "elements": ["O", "H", "H", "O", "H", "H", "O", "H", "H", "O", "H", "H", "O", "H", "H", "O", "H", "H", "O", "H", "H", "O", "H", "H", "O", "H", "H", "O", "H", "H", "O", "H", "H", "O", "H", "H"],
  "coordinates": [[2.634, 1.360, -0.730], [2.596, 1.533, -1.698], [2.664, 0.444, -0.455], [0.896, 2.075, -2.938], [0.382, 1.900, -3.780], [0.234, 2.489, -2.326], [-1.101, 0.293, -0.385], [-1.231, -0.512, -0.916], [-0.174, 0.188, -0.087], [-2.225, -0.727, 2.200], [-2.406, 0.200, 2.464], [-1.762, -0.484, 1.353], [0.634, -1.282, 3.088], [0.674, -0.405, 3.641], [-0.317, -1.500, 3.083], [-1.382, -4.505, -0.687], [-1.828, -4.392, 0.224], [-0.509, -4.966, -0.575], [0.691, 2.584, 1.297], [0.942, 3.488, 1.487], [1.421, 2.173, 0.800], [-1.048, -2.054, -1.977], [-0.267, -2.004, -2.496], [-1.177, -2.968, -1.647], [-0.864, 2.918, -1.279], [-0.454, 3.041, -0.393], [-1.354, 2.118, -1.056], [1.248, -0.698, -2.777], [0.857, 0.175, -2.682], [1.558, -0.939, -1.919], [-0.644, 1.295, 3.397], [-0.900, 2.202, 3.617], [-0.157, 1.395, 2.556], [1.133, -1.380, 0.247], [0.217, -1.704, 0.114], [1.017, -1.351, 1.231]],
  "nbo_charge": [-1.009, 0.524, 0.492, -1.015, 0.475, 0.503, -1.013, 0.514, 0.489, -0.979, 0.484, 0.481, -0.998, 0.509, 0.503, -0.970, 0.499, 0.493, -0.997, 0.489, 0.521, -1.012, 0.501, 0.505, -0.960, 0.493, 0.507, -0.980, 0.496, 0.474, -0.982, 0.475, 0.500, -0.999, 0.475, 0.511]
}

=====

# 5
{
  "formula": "H24O12",
  "method": "ωB97M-V/def2-TZVPD",
  "homo_lumo_gap_ev": 10.179,
  "smiles": "O.O.O.O.O.O.O.O.O.O.O.O",
  "total_energy_ev": -24960.0139,
  "largest_force_ev_per_a": 0.608,
  "elements": ["O", "H", "H", "O", "H", "H", "O", "H", "H", "O", "H", "H", "O", "H", "H", "O", "H", "H", "O", "H", "H", "O", "H", "H", "O", "H", "H", "O", "H", "H", "O", "H", "H", "O", "H", "H"],
  "coordinates": [[-1.895, 0.078, 1.560], [-1.727, 0.482, 2.420], [-2.554, 0.648, 1.145], [0.243, -0.589, -0.201], [0.504, 0.343, -0.227], [-0.653, -0.584, 0.162], [2.618, 1.211, -1.315], [3.138, 0.406, -1.208], [3.270, 1.920, -1.318], [3.624, 0.713, 1.535], [3.829, 1.073, 2.404], [2.707, 0.963, 1.363], [0.365, -3.414, -1.806], [-0.168, -4.154, -1.493], [0.190, -2.702, -1.174], [0.890, 1.603, 2.118], [0.033, 1.905, 2.428], [1.365, 2.424, 1.872], [-0.553, -0.513, -3.818], [-0.370, -0.785, -2.909], [-1.073, -1.232, -4.187], [-2.400, -2.737, 1.637], [-1.757, -2.438, 2.299], [-2.626, -1.943, 1.151], [0.295, -2.122, 2.585], [0.269, -1.527, 1.818], [0.869, -2.843, 2.307], [1.057, 3.880, 0.544], [0.390, 3.297, 0.149], [1.455, 4.308, -0.220], [-2.303, -1.477, -1.633], [-2.294, -2.219, -2.249], [-3.227, -1.205, -1.596], [-0.949, 2.676, -1.195], [-1.466, 1.967, -0.802], [-1.098, 2.587, -2.145]],
  "nbo_charge": [-0.956, 0.490, 0.476, -0.988, 0.498, 0.488, -0.955, 0.484, 0.473, -0.956, 0.468, 0.486, -0.957, 0.467, 0.489, -0.974, 0.465, 0.503, -0.948, 0.488, 0.459, -0.963, 0.489, 0.466, -0.968, 0.490, 0.479, -0.977, 0.499, 0.479, -0.952, 0.482, 0.470, -0.959, 0.470, 0.497]
}

=====

# 6
{
  "formula": "H24O12",
  "method": "ωB97M-V/def2-TZVPD",
  "homo_lumo_gap_ev": 9.907,
  "smiles": "O.O.O.O.O.O.O.O.O.O.O.O",
  "total_energy_ev": -24959.2905,
  "largest_force_ev_per_a": 3.668,
  "elements": ["O", "H", "H", "O", "H", "H", "O", "H", "H", "O", "H", "H", "O", "H", "H", "O", "H", "H", "O", "H", "H", "O", "H", "H", "O", "H", "H", "O", "H", "H", "O", "H", "H", "O", "H", "H"],
  "coordinates": [[-1.044, 1.883, 1.605], [-1.228, 2.845, 1.710], [-0.411, 1.839, 0.867], [-0.249, 5.828, 4.154], [0.086, 5.905, 5.045], [-0.756, 5.035, 4.218], [-3.447, 5.304, 5.968], [-4.202, 4.896, 6.313], [-3.368, 6.042, 6.506], [-2.053, 3.599, 4.337], [-2.605, 2.980, 3.820], [-2.512, 4.306, 4.734], [0.285, 1.280, 4.336], [-0.262, 1.566, 3.663], [1.207, 1.339, 4.053], [-3.039, 6.156, 3.304], [-3.302, 7.019, 2.907], [-3.334, 6.123, 4.206], [-4.164, 4.466, 1.571], [-3.727, 4.938, 2.274], [-3.764, 4.933, 0.870], [-2.816, 1.069, 4.154], [-2.114, 0.416, 4.114], [-2.781, 1.511, 4.987], [-1.423, 4.759, 1.550], [-1.012, 5.500, 1.098], [-1.652, 5.209, 2.379], [-1.725, 4.462, 8.244], [-2.370, 4.262, 7.523], [-2.229, 4.749, 9.035], [0.399, 2.730, 6.779], [-0.533, 2.966, 6.519], [0.718, 2.292, 6.034], [-5.914, 2.679, 3.081], [-5.224, 3.197, 2.729], [-6.591, 3.405, 3.039]],
  "nbo_charge": [-0.981, 0.505, 0.469, -0.961, 0.472, 0.479, -0.949, 0.489, 0.490, -1.014, 0.520, 0.479, -0.971, 0.497, 0.475, -0.973, 0.496, 0.501, -0.973, 0.478, 0.472, -0.950, 0.491, 0.472, -0.974, 0.474, 0.501, -0.945, 0.469, 0.471, -0.947, 0.464, 0.476, -0.934, 0.478, 0.452]
}